Here is 12 unconnected molecules or ions with the total composition C43H110F2N7O25P3 from the OMol25 dataset. Energies are from ωB97M-V/def2-TZVPD.

Geometry as XYZ:
```
190
Properties=species:S:1:pos:R:3:forces:R:3:mulliken_charge:R:1
H -7.538000 0.635550 -23.023180 0.0 -0.5 -0.7 0.22
H -6.493530 -3.793830 -18.791450 0.1 0.0 0.5 -0.07
H -1.091040 -6.191100 -21.336990 0.2 -0.6 -0.2 0.32
P -8.528490 5.608920 -25.649350 -0.9 0.7 0.3 0.73
H -1.733550 3.333080 -26.922760 0.4 0.1 0.8 0.33
H 1.301110 -5.146510 -24.873770 -0.3 0.2 0.3 0.23
H -8.973190 -1.344270 -13.412000 -0.3 -0.1 -0.3 0.28
H -3.128850 -7.708500 -23.704840 0.0 -0.2 -0.5 0.30
H -5.582710 -5.028340 -19.586350 -0.1 -0.4 0.1 0.14
H -5.872530 -0.235340 -19.374130 -0.1 0.1 0.2 -0.42
N -4.985760 -0.712340 -19.295300 -1.9 -0.4 2.5 0.82
O -7.088760 4.856320 -25.591680 -2.8 0.5 -1.9 0.02
P -1.945550 -3.730720 -14.891870 1.2 -0.1 -0.4 0.77
H 1.324420 -6.293390 -23.426580 -0.7 -0.2 -0.6 0.24
H -3.133670 -3.949530 -25.452190 -0.6 0.7 -0.7 0.08
O -6.866440 -3.164600 -29.048760 1.4 -0.1 0.1 -0.75
H -3.301090 -4.380140 -23.027070 0.5 0.2 0.3 0.41
H 0.633820 -1.784680 -21.621870 -1.2 1.5 1.2 0.43
C -5.138360 -0.410670 -21.716020 2.1 0.1 -0.5 -0.54
H -1.939190 -0.717720 -25.255300 0.5 0.1 0.5 0.94
O -1.964690 -4.531970 -16.326570 0.8 1.0 2.0 -0.40
H -14.070760 1.701810 -20.742870 0.3 0.7 -0.3 0.42
H -4.659060 -3.291940 -31.155280 -0.1 -0.3 0.4 0.30
O -3.577360 1.805670 -14.948500 2.0 -0.7 -0.6 -0.28
H -9.044780 -1.794590 -22.923740 -0.2 0.0 0.0 0.15
C -9.997680 -1.446810 -23.322660 -1.2 -0.2 -0.7 -0.86
H -0.703960 -1.666420 -22.675490 0.0 0.9 0.6 -0.10
H -4.811790 -5.198980 -13.607380 -0.4 1.0 0.0 0.50
H -9.791330 8.098630 -23.812600 0.1 0.3 0.3 0.25
C -4.693820 1.639280 -14.222900 -0.6 2.8 1.5 0.51
H -3.207290 -4.722480 -17.861270 -0.2 0.2 -0.2 0.18
O -5.138400 2.470460 -13.445140 0.9 -1.9 -1.7 -0.59
O -3.598960 2.986590 -25.969370 0.4 0.0 0.0 0.15
C -6.658600 -5.814960 -17.752470 -1.1 1.2 -2.0 2.06
N -0.120740 -2.256500 -22.099500 0.4 -0.7 0.5 -0.35
O -5.972310 0.772340 -21.756500 1.1 -0.8 0.9 0.21
H -7.663280 -0.294600 -13.807140 0.2 0.2 -0.2 0.24
C -4.316410 -4.927090 -14.539450 0.0 -0.7 -0.4 -0.39
H 2.109910 -3.753540 -21.367900 -0.1 0.9 -0.1 0.31
C 1.506070 -4.007340 -22.239150 0.8 -1.4 -2.3 -0.50
F -3.717240 0.969620 -17.006380 -0.7 0.8 -2.1 -0.22
C -2.718280 3.774390 -26.768960 -0.4 -0.5 -0.8 -1.22
H -1.890870 -3.649670 -18.283370 0.4 0.1 0.5 0.24
H -6.234340 5.708470 -23.980050 0.3 -0.8 0.6 0.27
C -8.054770 5.790410 -20.675200 -2.8 2.0 1.5 0.38
H -7.679290 -6.501340 -13.893770 -0.6 0.2 0.1 0.31
H -9.282220 0.375780 -13.701940 -0.3 0.1 -0.5 0.30
P -5.555400 -2.537390 -28.772890 -1.1 1.0 1.4 1.08
C -7.781380 -5.679380 -14.602330 0.3 -0.6 -1.6 -0.08
C -2.124620 -6.181580 -20.990960 0.6 0.7 -1.3 -1.21
N -1.350060 1.392040 -23.467040 0.8 -0.2 -0.6 -0.26
H -9.047720 1.021290 -16.233070 0.0 0.2 0.3 0.47
O -8.873180 -0.888310 -15.430960 -0.3 0.3 0.9 -0.26
H -10.747050 1.810290 -21.839700 0.4 0.2 -0.1 0.12
H -4.025780 -1.798670 -31.650820 -0.2 0.2 -0.5 0.32
H -2.213180 -3.709360 -28.246010 -0.3 0.1 -0.4 0.27
O -1.698830 -2.149900 -15.381420 -0.7 -2.3 1.2 0.20
O -9.384580 4.595700 -24.730870 -0.6 3.5 -1.2 -0.26
H -5.565810 -1.385360 -21.951290 -1.3 0.1 0.2 0.41
H -1.868320 -5.323430 -23.587760 0.1 0.4 -1.0 0.19
H -10.702060 -2.245660 -23.554570 0.6 -0.8 -0.4 0.43
C -12.426490 0.687660 -21.669020 -0.9 3.2 -0.3 0.84
H -5.258230 4.360510 -24.904000 -0.5 -0.3 0.7 -0.31
H -4.509380 -0.329600 -18.491150 0.0 0.0 -0.1 -0.27
H -10.054040 7.900300 -25.468420 0.6 0.5 -0.7 0.34
O -8.753050 6.753690 -21.011440 3.1 -3.5 0.3 -0.52
H -8.223490 1.387040 -18.626660 0.3 0.5 -0.9 -0.06
H -7.392030 3.850510 -18.223450 -0.6 -0.1 -0.3 0.36
C -8.412710 -1.809330 -18.135000 -0.3 0.1 1.0 -1.17
H -1.693820 2.044290 -22.776750 -0.8 -0.1 0.2 0.40
H -9.836680 -0.231290 -18.082460 -0.2 0.3 -0.3 0.23
C -6.504050 -4.857460 -19.029540 -0.6 -0.1 0.9 -1.04
C -7.156400 4.368230 -19.153260 2.2 -0.9 -0.3 -0.69
O -5.224940 0.488900 -14.544580 -2.4 -0.8 1.5 -0.34
H -0.514360 1.885120 -23.747360 0.8 -0.2 0.3 0.44
H -3.408260 0.013360 -20.304040 -0.3 1.1 -0.8 0.14
O -5.649800 -1.569140 -27.448070 2.3 0.9 -3.7 -0.12
C 1.740100 -1.780030 -23.571330 0.9 -0.8 0.2 -1.69
O -0.940510 -4.244120 -13.903900 -1.9 0.9 -1.8 -0.75
C -2.678780 0.064920 -25.086250 -1.4 -1.4 -0.4 -0.15
H -3.049570 3.771600 -27.807390 -0.8 -0.1 0.0 0.30
H -9.880010 -0.881730 -24.247290 0.5 0.1 -0.2 0.30
H -11.869410 2.677690 -21.087770 -0.4 -0.2 0.3 0.26
O -7.625170 4.697420 -21.386270 0.1 0.9 0.3 -0.06
H -6.428110 3.051820 -20.655850 0.3 0.6 -1.0 0.21
N -6.482320 -7.200330 -18.264410 0.2 0.3 0.6 -0.69
H -8.602580 8.922130 -24.807450 -0.1 -0.2 -0.6 0.26
C -9.345810 3.231270 -24.948850 0.5 -0.7 0.7 -0.10
H -2.709210 4.825630 -26.481030 0.3 0.0 0.5 0.30
H -14.572310 0.295320 -21.389440 0.0 -0.6 -0.4 0.44
H -8.813990 -5.842960 -17.765190 -0.2 0.0 0.2 0.43
O -3.504520 -3.734160 -14.403680 1.2 -0.4 -0.5 -0.24
C -8.497070 0.091040 -16.372790 0.1 -0.3 -2.1 -0.99
C -5.799550 -2.101100 -26.165520 -2.1 -0.9 -0.3 -0.40
H -3.238750 -0.015400 -26.017960 0.0 0.9 -0.5 0.33
C -4.298060 -0.337510 -15.167590 -0.5 -1.0 0.0 -0.15
H -5.890900 -5.397650 -17.100870 0.4 -1.1 0.3 -1.24
H -3.226230 -8.363680 -22.268030 0.2 -0.4 0.2 0.27
O -9.119940 5.981550 -26.974870 1.3 -1.0 1.8 -0.76
H -0.422710 -0.677030 -15.703830 0.0 0.2 0.0 0.40
H -3.433140 -0.335060 -24.408710 0.3 0.1 0.7 -1.00
C -11.965320 -0.166080 -22.827900 0.1 -1.2 2.0 -0.85
C -8.710820 -0.490150 -14.036280 0.6 -0.6 -0.7 -0.72
H -2.794610 -2.107740 -29.011830 0.3 -0.5 -0.3 0.54
H -7.425780 0.288520 -16.334700 0.3 0.1 0.2 0.32
H 1.222000 -0.953470 -24.057600 -0.2 -0.2 0.0 0.25
H 2.289110 -1.376590 -22.720490 0.1 0.3 0.2 0.44
H -5.746530 -2.208540 -31.905510 -0.4 0.7 0.5 0.29
H -3.059330 -2.115310 -21.663220 -0.1 -0.2 0.0 0.15
C -3.380160 0.630090 -15.778910 0.6 0.1 0.7 0.87
C -2.943160 -5.336980 -23.407130 0.0 0.0 1.1 -0.55
H -4.080590 -6.329450 -21.989130 -0.3 -0.2 0.5 0.27
C -4.237840 -0.677270 -20.455440 1.4 0.5 -1.9 0.31
H -2.082420 -5.220810 -20.477910 -1.1 0.2 0.0 0.04
C -3.028520 -6.393330 -22.266910 -0.9 1.4 0.8 0.57
C -8.764550 -0.348340 -17.924530 0.4 -0.8 1.3 0.32
H -10.338720 2.798330 -24.827210 0.0 0.0 0.0 0.15
H -8.711030 3.037990 -24.084100 0.2 -1.9 -0.4 -0.14
C -2.566940 -3.929290 -17.475390 -1.1 -0.5 -0.1 -0.17
F -8.293730 2.775640 -20.491970 -2.5 -1.3 -0.3 -0.22
C 1.882660 -5.634360 -24.091520 0.1 1.0 2.2 -0.69
O -3.795270 -5.599860 -24.541450 0.2 -1.4 1.5 -0.39
O 2.467230 -4.678240 -23.085900 0.5 -0.8 -1.9 -0.39
H -3.865060 2.541590 -23.995700 -0.3 -0.7 -0.1 0.15
H -6.780640 -5.251260 -14.660070 -0.1 0.1 -0.3 -0.21
H 0.352220 -1.870010 -14.769260 -0.4 -0.6 0.4 0.37
C -5.956760 5.197260 -24.901850 1.8 1.6 0.9 -0.05
H -1.414070 1.617980 -25.553620 0.3 0.0 0.1 -0.24
H -12.686230 -0.983350 -22.849480 0.0 -0.5 -0.5 0.42
H -3.183820 -3.083760 -17.171020 0.0 0.1 -0.3 0.03
H -7.367450 -4.921300 -19.691780 0.0 -0.5 -0.2 0.51
H -8.457310 -4.874010 -14.314940 -0.3 -0.2 0.2 0.33
H 0.145450 -3.157540 -23.850370 0.5 -1.1 -0.3 0.44
C -3.410300 -1.971970 -20.641270 -0.6 0.0 0.3 -0.70
O -8.476900 6.859360 -24.629770 1.3 -1.5 -0.8 -0.20
C -8.036310 -5.548440 -17.060510 1.2 -0.2 0.5 -0.74
O -4.997630 -1.629460 -29.988300 -1.4 1.0 3.4 -0.21
H -0.868260 -0.752350 -14.018350 -0.1 -0.4 0.2 0.34
O -10.688640 -0.689630 -22.380380 -0.4 1.6 0.3 -0.08
H -2.529360 -1.935940 -20.000380 0.1 0.2 -0.1 0.30
C -9.243700 8.042280 -24.753360 -1.1 -0.4 1.1 -0.76
C -2.104450 1.393380 -24.740570 -0.3 1.5 0.3 -0.23
H -2.240160 -6.982180 -20.260350 -0.2 0.0 -0.2 0.41
H -7.097030 -7.388770 -19.043330 0.0 0.7 -0.6 0.28
N -7.911950 0.450680 -18.841780 -0.9 -0.2 2.0 -0.14
N -2.695690 -7.683050 -22.792790 -0.2 -0.7 -0.6 -0.85
H -5.335130 5.966110 -25.360700 -0.3 0.3 -0.8 0.27
N -11.737170 2.009590 -21.833600 0.7 -0.9 -0.1 -0.61
H -14.296320 1.587900 -22.541510 0.4 0.2 0.1 0.33
H -2.276580 -5.326100 -25.813730 0.1 -0.5 -0.9 0.41
O -7.763950 5.581760 -19.300370 -1.4 1.8 -2.0 -0.23
H -9.107090 -2.436500 -17.575880 0.0 -0.1 0.1 0.53
C -4.917080 -2.233810 -31.198780 1.7 -1.5 -2.8 -0.92
H -12.282480 0.248520 -20.681840 0.6 -0.5 -0.2 0.03
H -3.981410 -5.217110 -26.535110 0.3 0.3 0.1 0.34
H 2.513920 -2.189150 -24.220880 -0.1 0.0 -0.3 0.34
H -6.857100 -2.321040 -26.311520 -0.4 -0.5 1.8 0.43
H -4.007580 -2.784450 -20.227470 -0.1 -0.4 -0.5 -0.09
O -8.199500 -6.308220 -15.857630 0.3 0.0 0.7 -0.43
C -3.033470 2.623890 -24.695540 -0.7 0.3 -0.9 -0.62
C 0.801960 -2.862500 -23.031820 -0.3 -0.6 -0.1 0.73
H 2.602940 -6.273300 -24.602460 0.7 0.5 0.4 0.31
C -3.309450 -4.994860 -25.706150 1.1 0.2 1.1 -0.72
H -5.643990 -1.338130 -25.402780 0.3 -0.1 -0.2 -0.14
H -11.976870 0.363870 -23.780330 0.4 0.1 0.0 0.38
H 0.896190 -4.834020 -21.874810 -1.1 0.5 0.0 -0.06
H -8.139580 -4.502100 -16.773080 0.0 0.3 -0.4 0.30
H -5.289890 -3.050200 -25.999530 0.4 0.3 0.1 0.24
H -2.553430 3.523860 -24.311200 0.9 -0.1 0.0 0.05
H -8.931000 3.011100 -25.932500 0.1 -0.5 0.2 0.38
H -2.415840 0.129590 -15.866610 0.6 1.2 0.6 -0.23
H -4.393490 -0.325990 -22.507280 0.1 0.3 -0.3 -0.39
C -0.608200 -1.366670 -14.880370 0.4 0.8 -1.0 -1.22
C -2.926220 -2.885050 -28.259110 -1.5 0.3 0.1 -1.16
H -2.837150 -2.339970 -27.319400 -0.4 -0.3 0.3 0.08
H -7.427860 -1.927890 -17.683210 0.2 -0.4 -0.4 -0.16
H -3.721240 -0.929350 -14.456880 -0.3 -0.2 0.2 0.04
H -6.075200 4.506340 -19.147190 0.3 0.3 0.5 0.34
C -13.898790 1.113570 -21.644260 -0.8 -1.2 0.4 -1.72
H -4.957400 -4.821810 -15.414750 -0.3 0.5 0.5 -0.36
H -3.869810 -5.899440 -14.747240 1.4 0.4 -0.2 0.36
H -4.867910 -0.972690 -15.845760 0.4 -0.1 -0.2 0.21
C -7.317580 3.656110 -20.477580 1.3 0.2 0.9 0.34
C -6.560370 1.116450 -22.990300 -0.9 0.5 0.2 -0.01
H -8.143950 0.183080 -19.787640 -0.2 0.4 -0.3 -0.03
H -5.976140 1.092450 -23.910180 0.4 -1.1 0.1 0.18
O -4.321660 -3.461110 -28.440980 1.4 -0.2 0.2 0.06
H -6.797320 -7.936100 -17.648360 0.2 0.2 0.9 0.26
H -6.813730 2.176370 -23.012190 0.1 0.3 0.8 -0.39
H -8.463120 -2.128120 -19.176120 0.3 0.2 -0.1 0.68
```
Forces are in eV/Å.

Properties
Spin multiplicity: 2
Lowest unoccupied orbital energy (alpha / beta): 1.65 / 1.65 eV
Charge: -1
Kohn-Sham gap (alpha / beta): 1.411 / 8.748 eV
Total energy: -5192.3148 hartree